Record 1
41
Properties=species:S:1:pos:R:3:forces:R:3 method="wB97M-V/def2-TZVPD" multiplicity=5 e_lumo_ev="-12.13 / -14.33" charge=+3 orbital_gap_ha="0.2594 / 0.1835" e_homo_ev="-19.1929 / -19.3245"
Os 0.146 0.919 0.577 0.17 -1.63 0.74
P 1.837 -0.393 1.150 3.90 -2.76 1.15
C 2.332 -0.938 -0.532 -0.34 -3.68 1.44
C 1.154 -1.553 -1.145 0.86 0.22 -0.30
N -0.048 -1.086 -0.647 0.14 1.00 -0.77
C -1.184 -1.410 -1.265 -0.57 -0.34 -0.38
C -1.202 -2.329 -2.336 0.27 -0.14 -0.08
C -0.008 -2.808 -2.841 0.89 -1.16 -0.73
C 1.217 -2.386 -2.264 0.19 -0.13 -0.18
C -2.459 -0.769 -0.810 0.16 1.06 1.15
P -2.104 0.767 0.304 -4.27 -0.83 -1.01
H 2.218 -2.665 -2.694 -1.22 0.17 0.51
H -2.145 -2.642 -2.777 0.11 0.15 0.10
H 0.041 -3.563 -3.692 -0.30 1.25 1.14
H -3.131 -0.425 -1.612 0.46 -0.24 -0.01
H -3.066 -1.439 -0.185 0.22 -0.08 -0.14
H 2.233 0.306 -1.055 -0.03 0.84 -1.01
H 3.335 -1.374 -0.700 -0.51 0.38 -0.10
H 1.862 4.680 -0.554 -0.47 0.17 -0.06
O 1.688 1.162 -1.229 -3.11 2.36 0.34
H 0.830 0.941 -1.695 1.74 0.07 -0.54
H 0.532 2.171 1.340 0.82 2.95 0.38
O 1.077 4.754 0.012 -0.71 -0.99 -0.12
H 0.282 4.496 -0.508 1.12 0.65 0.17
C -2.832 2.176 -0.594 0.51 0.48 -0.19
H -3.581 1.867 -1.341 0.28 -0.01 0.32
H -3.281 2.895 0.105 0.14 -0.25 -0.09
H -1.989 2.672 -1.089 -0.43 0.15 -0.24
C -3.235 0.521 1.741 0.67 -0.23 0.09
H -2.897 1.175 2.550 -0.26 0.02 -0.07
H -4.280 0.751 1.499 0.29 0.00 -0.21
H -3.166 -0.517 2.080 -0.02 0.12 0.05
C 1.516 -1.984 1.995 -0.81 0.04 0.12
H 2.278 -2.720 1.673 -0.27 0.42 0.16
H 1.563 -1.841 3.090 0.01 -0.08 -0.49
H 0.511 -2.346 1.714 0.52 -0.03 0.21
C 3.296 0.259 1.999 -0.37 0.56 -0.25
H 3.068 0.348 3.066 0.11 -0.04 -0.12
H 4.153 -0.402 1.851 -0.08 -0.03 0.01
H 3.507 1.249 1.592 0.26 0.01 0.11
I -0.067 1.478 3.226 -0.07 -0.44 -1.11


Record 2
46
Properties=species:S:1:pos:R:3:forces:R:3 method="wB97M-V/def2-TZVPD" e_lumo_ev=0.74 charge=-1 orbital_gap_ha=0.1522 e_homo_ev=-3.3991
Li -2.136 -1.702 -3.461 -0.77 -0.86 -0.02
C 4.143 1.210 3.279 0.47 -1.22 -0.95
C 2.734 1.880 3.134 0.53 -3.63 1.51
N 1.631 0.915 2.468 0.74 1.50 -2.29
C 1.489 -0.472 3.161 0.08 2.07 0.34
C 0.246 1.692 2.634 0.99 -0.71 0.29
C 0.086 3.099 2.042 0.39 -0.86 -0.04
C 2.044 0.837 0.933 -0.76 -0.67 0.30
C 1.355 -0.326 0.231 -0.57 -0.16 -0.52
O -0.031 -0.316 0.361 -0.38 1.15 -0.86
C -0.728 0.367 -0.747 -1.17 -1.07 0.17
H 4.742 1.205 2.369 0.18 1.20 -0.03
H 4.285 0.137 3.412 -1.66 -0.66 0.13
H 4.747 1.418 4.163 -0.23 1.42 -0.15
H 2.864 2.856 2.667 -0.77 -0.35 -0.12
H 2.354 1.859 4.156 -0.11 1.03 -0.01
H 2.380 -1.065 2.956 -0.13 0.23 0.51
H 0.584 -1.056 2.995 -0.04 0.51 -1.26
H 1.287 -0.091 4.162 0.93 -0.73 0.60
H 0.137 1.731 3.717 0.02 -0.05 0.07
H -0.497 1.005 2.227 0.11 0.12 -0.09
H -0.069 2.988 0.969 -0.26 0.43 0.09
H 0.887 3.814 2.228 0.20 -0.27 0.06
H -0.779 3.510 2.563 -0.24 -0.02 -0.42
H 3.094 0.668 0.693 0.41 0.06 1.18
H 1.844 1.839 0.552 -0.46 -0.21 -0.14
H 1.716 -1.309 0.531 0.12 0.02 0.95
H 1.657 -0.414 -0.813 0.03 0.76 -0.41
H -0.425 0.031 -1.739 0.37 -0.24 0.20
H -0.803 1.455 -0.752 0.84 0.32 0.59
H -1.771 0.064 -0.653 0.08 -0.26 -0.06
O 0.788 -4.353 -4.305 -0.55 1.24 1.50
C -0.218 -3.469 -3.955 -4.41 3.15 -0.43
O -1.281 -3.461 -4.594 1.21 -0.63 -0.12
O -0.066 -2.580 -2.976 1.61 -2.25 -1.32
H 1.191 -4.044 -3.491 2.23 -0.82 0.55
O -5.343 -1.884 -1.341 -0.79 2.14 1.64
C -4.813 -2.839 -2.057 7.76 0.32 -3.45
O -3.636 -2.729 -2.507 0.23 0.68 0.77
O -5.530 -3.768 -2.302 -3.51 -3.75 -0.44
H -6.082 -2.485 -1.464 -3.36 0.78 1.59
O -2.733 1.648 -4.801 -0.10 4.23 -0.83
C -2.931 0.450 -4.386 0.19 -4.74 -1.71
O -3.184 -0.447 -5.149 -1.19 -1.67 -2.82
O -2.649 0.222 -3.220 1.19 0.49 5.13
H -2.582 1.909 -3.890 0.57 2.00 0.36


no.,maximum force (hartree/bohr),E (Ha)
1,0.0956,-1708.01316
2,0.1653,-1247.59304